{
  "formula": "C57H96NO18PS7",
  "method": "ωB97M-V with the def2-TZVPD basis set",
  "charge": 0,
  "energy_ev": -184125.40308,
  "multiplicity": 1,
  "lumo_ev": 0.01,
  "largest_force_ha_per_bohr": 0.13490,
  "elements": ["C", "C", "C", "C", "C", "C", "O", "C", "C", "C", "C", "O", "C", "C", "O", "C", "C", "C", "N", "C", "C", "C", "C", "C", "C", "C", "C", "C", "C", "C", "C", "C", "P", "C", "O", "H", "H", "H", "H", "H", "H", "H", "H", "H", "H", "H", "H", "H", "H", "H", "H", "H", "H", "H", "H", "H", "H", "H", "H", "H", "H", "H", "H", "H", "H", "H", "H", "H", "H", "H", "H", "H", "H", "H", "H", "C", "C", "C", "S", "O", "O", "C", "H", "H", "H", "H", "H", "H", "H", "H", "C", "C", "C", "S", "O", "O", "C", "H", "H", "H", "H", "H", "H", "H", "H", "C", "C", "C", "S", "O", "O", "C", "H", "H", "H", "H", "H", "H", "H", "H", "C", "C", "C", "S", "O", "O", "C", "H", "H", "H", "H", "H", "H", "H", "H", "C", "C", "C", "S", "O", "O", "C", "H", "H", "H", "H", "H", "H", "H", "H", "C", "C", "C", "S", "O", "O", "C", "H", "H", "H", "H", "H", "H", "H", "H", "C", "C", "C", "S", "O", "O", "C", "H", "H", "H", "H", "H", "H", "H", "H"],
  "positions_angstrom": [[-6.114918, -8.855742, 3.596043], [-6.112677, -7.529668, 3.623378], [-5.811275, -5.932761, 3.494428], [-6.632860, -5.117973, 4.629619], [-6.542587, -3.488243, 4.441394], [-5.026220, -2.944252, 4.335336], [-4.795176, -1.945403, 3.301504], [-4.909285, -2.483519, 1.961417], [-5.539804, -1.271979, 1.047197], [-6.871553, -1.758566, 0.224693], [-6.515080, -2.980609, -0.776960], [-5.952434, -2.520657, -2.053563], [-6.775687, -3.135014, -3.069444], [-6.784041, -4.707143, -3.431606], [-7.572311, -2.350111, -3.701404], [-3.463589, -2.970336, 1.327780], [-3.359184, -4.562968, 1.206574], [-3.269502, -5.884480, 1.164849], [-2.332749, -2.283703, 2.014315], [-1.764156, -1.196547, 1.163922], [-0.513344, -1.604673, 0.231070], [-0.779239, -2.809166, -0.805848], [-1.798569, -2.342390, -1.984813], [-2.781997, -2.315970, -2.871709], [-1.316728, -3.195392, 2.598499], [-0.127258, -2.467411, 3.432772], [1.249452, -3.287903, 3.113982], [1.378306, -4.851522, 3.449342], [2.721067, -5.647452, 3.092074], [3.975620, -4.962176, 2.400237], [3.845581, -3.420623, 2.066325], [2.514696, -2.635683, 2.430017], [-4.685746, -2.043083, 6.011380], [-2.849420, -1.600303, 6.179077], [-5.583220, -0.551465, 5.864781], [-6.406392, -9.960839, 3.716252], [-4.689777, -5.781594, 3.715576], [-6.070915, -5.525295, 2.436868], [-6.235038, -5.434759, 5.674073], [-7.756907, -5.405773, 4.546265], [-7.102859, -3.035517, 5.358499], [-7.138793, -3.241258, 3.475338], [-4.215549, -3.758109, 4.262187], [-5.618067, -3.381492, 1.849864], [-5.915121, -0.400059, 1.726461], [-4.791063, -0.855168, 0.278187], [-7.354647, -0.890521, -0.373979], [-7.589754, -2.175294, 1.039037], [-5.767495, -3.729964, -0.327610], [-7.511437, -3.518508, -1.014887], [-5.921847, -5.023478, -4.132018], [-6.733368, -5.395405, -2.490409], [-7.768317, -4.977180, -3.966260], [-3.492352, -2.571542, 0.228482], [-3.007240, -6.983860, 0.907901], [-2.549007, -0.639441, 0.509164], [-1.366467, -0.378025, 1.899340], [0.464034, -1.800111, 0.838593], [-0.269707, -0.663702, -0.418312], [0.240024, -2.993064, -1.351149], [-1.069277, -3.813809, -0.329480], [-3.502317, -2.438359, -3.772293], [-1.844427, -3.890172, 3.376770], [-0.771516, -3.879232, 1.821228], [-0.338678, -2.603505, 4.568836], [-0.029575, -1.340049, 3.255917], [0.507413, -5.461068, 3.923109], [2.816103, -6.782403, 3.314588], [4.942350, -5.506954, 2.106630], [4.751490, -2.926857, 1.537232], [2.462028, -1.525092, 2.151776], [-2.370295, -2.337023, 6.931316], [-2.800501, -0.522708, 6.597511], [-2.236089, -1.661615, 5.207291], [-5.177441, 0.011185, 5.142670], [1.376904, -1.395440, -6.252526], [2.017882, -2.778428, -6.379110], [2.769954, -3.056380, -5.077388], [1.922433, -2.130372, -3.803401], [2.814076, -1.103875, -3.309846], [1.239428, -3.051086, -2.917640], [0.721907, -1.368018, -4.878673], [0.651119, -1.211225, -7.046206], [2.150861, -0.622380, -6.314690], [1.234708, -3.531437, -6.520291], [2.687372, -2.836445, -7.241129], [2.756635, -4.117637, -4.823326], [3.800519, -2.698475, -5.126506], [0.496597, -0.360337, -4.530599], [-0.181161, -1.983346, -4.860265], [0.035687, 2.892436, 2.548643], [-0.380595, 3.190284, 3.989921], [0.436913, 2.273348, 4.901891], [1.965268, 1.938859, 4.035864], [2.012259, 0.533359, 3.704025], [3.053531, 2.609602, 4.714239], [1.557788, 2.851950, 2.558660], [-0.340838, 3.645594, 1.854524], [-0.363543, 1.919205, 2.241948], [-0.158285, 4.236699, 4.224627], [-1.451708, 3.041835, 4.139921], [0.659529, 2.750887, 5.857460], [-0.071118, 1.321381, 5.070874], [1.980240, 2.354672, 1.685064], [1.977201, 3.856262, 2.660287], [4.931516, 2.077145, 0.937972], [4.086039, 0.944138, 0.352991], [5.025969, 0.026447, -0.428770], [6.631621, 0.182155, 0.342449], [7.538126, 0.796874, -0.603081], [6.951134, -1.049833, 1.030324], [6.154679, 1.407239, 1.547566], [4.377108, 2.654238, 1.682080], [5.237822, 2.760807, 0.138176], [3.615987, 0.382403, 1.168061], [3.285391, 1.325488, -0.286591], [4.701396, -1.014530, -0.383663], [5.118890, 0.342055, -1.469498], [6.978303, 2.097979, 1.724049], [5.897715, 0.883638, 2.471729], [-4.278327, 7.047950, 1.483079], [-4.694239, 7.345410, 2.924494], [-3.877392, 6.428571, 3.836203], [-2.348965, 6.094364, 2.969417], [-2.305020, 4.686888, 2.640368], [-1.260224, 6.763721, 3.646973], [-2.756258, 7.007245, 1.492346], [-4.655221, 7.801975, 0.788333], [-4.677698, 6.075162, 1.176656], [-4.471737, 8.391894, 3.159307], [-5.766423, 7.196900, 3.074663], [-3.654637, 6.905962, 4.791761], [-4.385306, 5.476797, 4.005210], [-2.334444, 6.509906, 0.618665], [-2.336274, 8.010981, 1.593779], [4.987197, 6.285575, 1.842661], [4.571000, 6.582759, 3.284231], [5.390723, 5.668625, 4.196117], [6.919811, 5.338079, 3.328830], [6.967226, 3.931082, 3.001042], [8.006431, 6.010462, 4.004999], [6.509500, 6.248973, 1.851151], [4.607868, 7.038249, 1.147488], [4.590239, 5.311204, 1.536982], [4.790726, 7.630080, 3.518263], [3.499036, 6.431370, 3.435037], [5.612650, 6.147020, 5.151271], [4.885157, 4.715078, 4.366008], [6.932283, 5.752189, 0.977573], [6.926934, 7.253803, 1.951696], [6.486015, 0.409624, -3.901764], [7.488872, -0.650827, -4.357678], [7.062844, -1.116638, -5.750795], [6.202923, 0.262236, -6.498219], [4.818044, -0.107561, -6.688544], [7.011191, 0.804764, -7.568223], [6.310130, 1.348757, -5.087424], [6.835844, 0.943346, -3.014996], [5.530479, -0.067019, -3.655841], [8.489605, -0.208346, -4.406959], [7.535772, -1.489719, -3.658846], [7.923258, -1.383342, -6.366608], [6.369074, -1.958162, -5.696390], [5.411192, 1.961972, -5.020202], [7.189783, 1.983292, -5.220785], [-1.082399, 2.281749, -9.371830], [-1.273382, 3.541972, -8.526470], [-1.134624, 3.135288, -7.058644], [-0.056897, 1.707935, -7.035040], [-0.817304, 0.565661, -6.580633], [1.210174, 2.077088, -6.444706], [0.146059, 1.584854, -8.802805], [-0.954681, 2.518979, -10.430501], [-1.960352, 1.634249, -9.273217], [-0.498051, 4.272540, -8.781354], [-2.241536, 4.012498, -8.715267], [-0.691875, 3.933031, -6.460191], [-2.095819, 2.840212, -6.632653], [0.221068, 0.537863, -9.097336], [1.061113, 2.118220, -9.071700]],
  "forces_ev_per_angstrom": [[-0.87, 6.86, 0.57], [0.80, -5.72, -0.80], [-0.35, -0.96, 0.94], [-0.22, 0.11, -0.21], [-0.26, -1.17, -0.15], [0.49, 0.89, 0.65], [-0.85, -2.02, -0.81], [-0.17, 0.86, -1.40], [-0.93, 0.22, -0.32], [1.12, -0.69, 0.32], [-0.87, -0.18, 0.80], [-1.89, -2.05, -0.94], [-2.96, 3.30, -2.46], [0.04, -0.52, 0.64], [3.85, -3.81, 2.74], [-0.67, -0.46, -0.93], [0.56, -6.24, 0.07], [0.16, 6.80, -0.52], [0.23, -0.57, -0.99], [1.39, 1.28, 0.08], [0.10, 0.53, -0.51], [0.62, 1.07, -1.28], [-4.98, -1.50, -3.44], [5.12, -0.64, 3.88], [0.82, -0.83, 0.83], [0.74, -1.09, 0.43], [3.32, -2.08, -0.72], [3.05, 1.44, -1.73], [0.08, 3.05, -0.90], [-4.00, 2.94, 0.83], [-2.69, -2.42, 1.62], [0.17, -2.94, 0.49], [-1.08, 0.27, 0.62], [0.78, 0.39, -0.56], [2.32, -0.81, -1.37], [0.75, 2.48, -0.30], [-1.78, -0.42, -0.71], [0.50, -1.04, 1.82], [-0.74, 0.58, -1.78], [1.97, 0.46, 0.31], [1.10, -0.56, -1.75], [1.10, -0.18, 1.63], [-1.33, 0.86, 0.04], [0.89, 1.29, 0.67], [1.00, -1.63, -1.03], [-1.02, -0.64, 1.29], [0.80, -1.55, 1.09], [0.94, 0.74, -1.57], [-1.18, 1.08, -0.46], [1.57, 0.67, 0.61], [-1.22, 0.85, 1.24], [0.12, 1.46, -1.55], [1.57, 0.86, 0.84], [0.03, -1.08, 1.78], [-0.79, 2.61, 0.74], [1.09, -1.37, 1.26], [-0.69, -1.30, -1.32], [-1.94, 0.07, -0.95], [-0.43, -1.60, 1.12], [-2.21, 0.34, 1.11], [-0.11, 1.70, -0.77], [1.74, 0.63, 2.25], [0.78, 1.12, -1.64], [-1.18, 1.14, 1.23], [0.42, 0.28, -1.95], [0.10, -1.77, 0.01], [1.72, 1.35, -0.92], [-0.43, 2.25, -0.32], [-1.84, 0.77, 0.66], [-1.88, -0.64, 1.10], [0.08, -1.83, 0.60], [-0.94, 1.27, -1.12], [0.00, -1.79, -0.59], [-1.01, 0.26, 1.33], [-0.75, -0.89, 0.95], [0.32, 0.03, -0.17], [-0.09, -0.05, -0.23], [0.37, -0.46, -0.36], [-0.38, 0.11, -0.46], [-0.02, -0.24, 0.39], [0.74, 0.21, -0.16], [-0.27, 0.20, -0.29], [0.08, -0.09, 0.20], [-0.07, -0.05, 0.01], [0.07, 0.06, 0.04], [-0.03, 0.01, 0.13], [0.05, 0.17, 0.18], [-0.14, 0.07, 0.11], [0.05, -0.17, 0.12], [0.07, 0.06, 0.15], [-0.10, -0.05, -0.09], [-0.05, 0.08, 0.10], [-0.45, 0.06, 0.32], [0.06, 0.36, 0.07], [0.24, 0.08, 0.08], [0.04, -0.41, -0.16], [-0.16, 0.14, -0.42], [0.05, -0.16, 0.13], [0.07, 0.06, -0.03], [-0.04, -0.11, -0.05], [0.22, 0.02, -0.01], [0.14, -0.20, -0.09], [0.19, 0.01, -0.04], [0.09, -0.05, 0.16], [0.01, -0.10, 0.05], [-0.03, 0.09, -0.07], [-0.27, 0.05, 0.11], [-0.53, -0.14, -0.33], [-0.23, -0.02, 0.57], [0.09, -0.30, 0.01], [0.27, 0.15, -0.43], [0.00, 0.32, 0.20], [0.14, -0.04, 0.00], [0.01, -0.01, 0.07], [0.06, 0.06, -0.03], [0.07, -0.11, 0.00], [0.19, 0.07, -0.11], [0.04, -0.09, 0.14], [-0.02, -0.23, -0.02], [0.06, 0.00, -0.10], [-0.18, -0.09, -0.08], [-0.17, 0.23, -0.02], [-0.50, 0.08, 0.37], [-0.01, 0.42, -0.02], [-0.02, 0.42, 0.04], [0.00, -0.56, -0.12], [-0.14, 0.21, -0.44], [0.05, -0.10, 0.06], [0.06, 0.09, -0.02], [-0.02, -0.11, -0.03], [0.14, 0.02, 0.01], [0.13, -0.20, -0.09], [0.18, 0.03, -0.05], [0.10, -0.03, 0.18], [0.03, -0.13, 0.05], [-0.16, -0.04, -0.07], [-0.16, 0.20, 0.00], [-0.53, 0.03, 0.33], [0.24, 0.33, 0.22], [0.21, 0.27, 0.15], [-0.11, -0.49, -0.18], [-0.17, 0.18, -0.48], [0.04, -0.09, 0.04], [0.06, 0.07, -0.02], [-0.02, -0.10, -0.04], [0.12, 0.02, 0.03], [0.14, -0.20, -0.10], [0.15, 0.00, -0.02], [0.11, -0.03, 0.18], [0.03, -0.13, 0.04], [-0.10, -0.03, 0.18], [0.20, 0.01, 0.22], [0.32, -0.50, 0.20], [0.24, 0.32, 0.00], [0.15, 0.00, -0.27], [-0.48, -0.20, -0.03], [-0.05, 0.23, 0.41], [0.00, -0.09, -0.09], [0.01, 0.06, -0.08], [-0.11, -0.05, 0.01], [0.02, 0.10, -0.08], [-0.23, 0.05, -0.10], [-0.01, 0.15, -0.10], [0.03, -0.08, -0.20], [-0.08, -0.08, -0.09], [-0.19, -0.04, -0.09], [-0.02, 0.22, -0.18], [-0.39, 0.51, 0.05], [0.35, 0.23, -0.09], [0.10, 0.31, 0.10], [-0.40, -0.38, 0.16], [-0.01, -0.06, -0.51], [-0.01, -0.05, 0.11], [0.10, 0.02, -0.04], [-0.07, -0.09, 0.03], [0.12, -0.04, 0.04], [0.00, -0.25, 0.07], [0.17, -0.09, 0.01], [0.08, 0.05, 0.18], [-0.04, -0.09, 0.12]],
  "mulliken_charge": [-0.4011, -0.5741, 0.6794, -0.7671, -0.3776, 0.7595, -0.3319, 1.0450, -0.9181, -0.7908, -0.1615, -0.2825, 0.6627, -0.8085, -0.5779, 1.1392, -0.9360, -1.0224, 0.9228, -0.6208, 0.2694, 0.2016, -0.4535, -0.6339, -0.8932, 0.2669, -0.0063, -0.4214, -0.5263, -0.5176, -0.3554, 0.3639, -0.1229, -0.5037, -0.4919, 0.3574, 0.0376, -0.0912, 0.2794, 0.3771, 0.4819, 0.0347, -0.2781, -0.3956, 0.2648, 0.2605, 0.4170, 0.2377, -0.0063, 0.4025, 0.2665, 0.2638, 0.3167, -0.0452, 0.3610, 0.3946, -0.1562, -0.6602, 0.6934, 0.6146, 0.1281, 0.3215, 0.1376, 0.2285, 0.4662, -0.3903, 0.2736, 0.2625, 0.3330, 0.2044, -0.0648, 0.3827, 0.2862, -0.0759, 0.3193, -0.2668, -0.7210, -0.2898, 1.1920, -0.5968, -0.8179, -0.8103, 0.2469, 0.1709, 0.3258, 0.3911, 0.4128, -0.1874, 0.5220, 0.2979, -0.1739, -0.5324, -0.7105, 0.9745, -0.4649, -0.6942, -0.1023, 0.4957, -0.3103, 0.1225, 0.5093, 0.4250, 0.2180, -0.0576, 0.2996, -0.0709, -0.1336, 0.0132, 1.2612, -0.6847, -0.7172, -0.9390, -0.1173, 0.3074, -0.4579, 0.5235, 0.4800, -0.2460, 0.5676, 0.3480, -0.5400, -0.6200, -0.7239, 1.3111, -0.6163, -0.7778, -0.7972, 0.3527, 0.2852, 0.2951, 0.3168, 0.3715, 0.3748, 0.3720, 0.3798, -0.1211, -0.7183, -0.3546, 1.0179, -0.5501, -0.7328, -0.8085, 0.4129, -0.1035, 0.3251, 0.3432, 0.3774, 0.1110, 0.4433, 0.3513, 0.4239, -0.8703, -0.6016, 1.0577, -0.5351, -0.7160, -0.9524, 0.2781, -0.2758, 0.3450, 0.3428, 0.4209, 0.2184, 0.4445, 0.3917, -0.5896, -0.5881, -0.7735, 1.3342, -0.6576, -0.7215, -0.7398, 0.3665, 0.2965, 0.2976, 0.3126, 0.3500, 0.3497, 0.3457, 0.4114]
}